## w
One molecule with the formula C19H23FN4O3. Source: the Open Molecules 2025 dataset; level of theory: ωB97M-V/def2-TZVPD.

Element x y z (Å)
C 0.422 -4.565 4.162
O -0.337 -5.024 3.073
C -1.097 -4.020 2.435
C -0.266 -2.974 1.759
C 0.218 -1.766 2.301
C 0.953 -1.187 1.291
C 1.731 0.083 1.228
N 1.509 0.791 -0.016
C 2.463 0.859 -0.970
O 3.552 0.340 -0.839
C 2.109 1.641 -2.234
C 2.574 3.095 -2.109
C 1.780 3.810 -1.026
C 0.282 3.581 -1.066
O -0.478 4.293 -0.436
N -0.171 2.510 -1.765
C -1.605 2.251 -1.792
C -1.965 1.164 -0.812
C -2.061 1.446 0.547
C -2.380 0.454 1.456
C -2.606 -0.843 1.024
C -2.494 -1.155 -0.318
C -2.174 -0.150 -1.211
F -2.064 -0.461 -2.525
C 0.631 1.641 -2.605
N 0.871 -2.034 0.240
N 0.139 -3.109 0.508
H 0.894 -5.444 4.597
H 1.197 -3.856 3.849
H -0.216 -4.083 4.915
H -1.689 -4.550 1.686
H -1.765 -3.538 3.168
H 0.049 -1.380 3.285
H 1.459 0.720 2.074
H 2.806 -0.131 1.270
H 0.603 1.211 -0.153
H 2.671 1.161 -3.041
H 3.639 3.126 -1.872
H 2.427 3.592 -3.070
H 2.114 3.484 -0.036
H 1.943 4.888 -1.072
H -2.105 3.180 -1.508
H -1.896 1.971 -2.808
H -1.891 2.461 0.875
H -2.463 0.696 2.505
H -2.870 -1.615 1.728
H -2.646 -2.160 -0.679
H 0.530 1.966 -3.651
H 0.225 0.627 -2.539
H 1.324 -1.938 -0.655

Results
Frontier orbital gap in Eh: 0.3586
Highest occupied orbital energy in eV: -9.13
Molar mass in u: 374.42
SMILES: COCc1cc(CNC(=O)[C@@H]2CCC(=O)N(Cc3ccccc3F)C2)[nH]n1
LUMO level in eV: 0.627
Multiplicity: 1



## x
One molecule with the formula C19H23FN4O3. Source: the Open Molecules 2025 dataset; level of theory: ωB97M-V/def2-TZVPD.

Element x y z (Å)
C 2.669 -0.385 4.579
O 1.346 -0.316 4.106
C 0.794 -1.580 3.781
C 1.353 -2.141 2.512
C 0.764 -2.101 1.234
C 1.673 -2.711 0.397
C 1.633 -2.962 -1.074
N 0.933 -1.898 -1.757
C -0.265 -2.098 -2.356
O -0.732 -3.201 -2.533
C -0.982 -0.823 -2.793
C -0.155 0.078 -3.706
C -1.046 1.225 -4.159
C -1.699 1.978 -3.012
O -2.054 3.134 -3.142
N -1.913 1.288 -1.867
C -2.479 1.993 -0.724
C -1.388 2.418 0.225
C -0.664 3.582 -0.005
C 0.385 3.939 0.824
C 0.735 3.131 1.894
C 0.036 1.963 2.145
C -1.013 1.632 1.307
F -1.694 0.483 1.551
C -1.392 -0.026 -1.556
N 2.722 -3.059 1.179
N 2.538 -2.727 2.455
H 2.713 -0.920 5.535
H 3.323 -0.893 3.863
H 3.000 0.642 4.720
H 0.965 -2.285 4.606
H -0.278 -1.409 3.659
H -0.195 -1.701 0.982
H 2.651 -3.060 -1.469
H 1.079 -3.882 -1.298
H 1.251 -0.960 -1.574
H -1.879 -1.143 -3.332
H 0.712 0.478 -3.174
H 0.206 -0.482 -4.570
H -0.489 1.955 -4.748
H -1.853 0.846 -4.792
H -2.995 2.871 -1.117
H -3.194 1.334 -0.225
H -0.934 4.199 -0.848
H 0.932 4.849 0.632
H 1.557 3.406 2.537
H 0.301 1.309 2.961
H -2.163 -0.574 -1.003
H -0.526 0.091 -0.887
H 3.561 -3.546 0.904

Results
Frontier orbital gap in Eh: 0.3610
Highest occupied orbital energy in eV: -9.29
Molar mass in u: 374.42
SMILES: COCc1cc(CNC(=O)[C@@H]2CCC(=O)N(Cc3ccccc3F)C2)[nH]n1
LUMO level in eV: 0.538
Multiplicity: 1



Relative stability in hartree, measured from the most stable structure: w 0.0000; x 0.0047



## w
One molecule with the formula C4H7F. Source: the Open Molecules 2025 dataset; level of theory: ωB97M-V/def2-TZVPD.

Element x y z (Å)
C -0.926 0.697 0.962
C -0.486 -0.259 -0.099
F -1.550 -1.076 -0.472
C 0.914 -0.885 -0.149
C 0.711 0.289 -1.177
H -1.162 1.677 0.560
H -0.262 0.777 1.754
H -1.845 0.211 1.274
H 1.029 -1.854 -0.504
H 1.418 -0.679 0.852
H 1.240 1.146 -0.795
H 0.920 -0.044 -2.205

Results
Frontier orbital gap in Eh: 0.3940
Highest occupied orbital energy in eV: -9.57
Molar mass in u: 74.10
SMILES: CC1(F)CC1
LUMO level in eV: 1.147
Multiplicity: 1



## x
C4H7F as an isolated structure. Source: the Open Molecules 2025 dataset; level of theory: ωB97M-V/def2-TZVPD.

Element x y z (Å)
C 1.521 -0.285 0.079
C 0.488 0.673 -0.328
C -0.606 1.025 0.483
C -0.757 0.089 -0.474
H 2.031 -0.204 1.472
H 0.901 -1.556 0.011
H 2.424 -0.475 -0.725
H 0.725 1.513 -1.123
H -0.735 0.220 1.549
H -0.758 2.252 0.699
H -1.289 0.163 -1.485
F -0.797 -1.214 0.115

Results
Frontier orbital gap in Eh: 0.3992
Highest occupied orbital energy in eV: -9.93
Molar mass in u: 74.10
LUMO level in eV: 0.938
Multiplicity: 1



Relative stability in hartree, measured from the most stable structure: w 0.0000; x 0.1762



## w
A 2-piece molecular cluster, C4H11NO2S overall. Source: the Open Molecules 2025 dataset; level of theory: ωB97M-V/def2-TZVPD.

Element x y z (Å)
C -0.389 1.799 0.341
N 0.541 0.871 -0.256
C -0.180 -0.571 -0.280
C 0.080 -1.215 1.042
S 1.595 -1.716 1.881
C -1.831 -0.291 -0.810
O -2.513 0.200 0.226
H 0.027 2.671 0.780
H -1.132 1.383 1.073
H -1.045 2.280 -0.514
H 1.390 0.818 0.292
H 0.372 -1.057 -1.096
H -0.481 -2.172 1.081
H -0.396 -0.582 1.761
H -2.144 -1.311 -0.868
H -1.796 0.259 -1.699
H 1.937 -0.215 -1.178
H 3.097 -0.581 -0.441
O 2.868 -0.570 -1.335

Results
Frontier orbital gap in Eh: 0.1985
Highest occupied orbital energy in eV: 0.75
Molar mass in u: 137.20
LUMO level in eV: 6.150
Total charge: -2
Multiplicity: 1



## x
A 2-piece molecular cluster, C4H11NO2S overall. Source: the Open Molecules 2025 dataset; level of theory: ωB97M-V/def2-TZVPD.

Element x y z (Å)
C -0.511 1.696 -0.517
C -0.363 0.217 0.106
C 0.693 0.155 1.169
S 2.514 0.312 0.551
N -1.705 -0.318 0.771
C -2.907 -0.495 -0.254
O -3.730 0.556 -0.512
H 0.371 2.218 -0.964
H -1.322 1.720 -1.219
H -0.854 2.225 0.370
H -0.245 -0.639 -0.645
H 0.447 -0.747 1.718
H 0.467 0.985 1.691
H -2.247 0.409 1.384
H -3.402 -1.369 0.242
H -2.475 -0.768 -1.229
H 3.020 -1.350 -1.074
H 2.532 -2.534 -0.818
O 2.973 -2.100 -1.576

Results
Frontier orbital gap in Eh: 0.2192
Highest occupied orbital energy in eV: 0.08
Molar mass in u: 137.20
LUMO level in eV: 6.043
Total charge: -2
Multiplicity: 1



Relative stability in hartree, measured from the most stable structure: w 0.0418; x 0.0000



## w
A 2-piece molecular cluster, C3H10NO overall. Source: the Open Molecules 2025 dataset; level of theory: ωB97M-V/def2-TZVPD.

Element x y z (Å)
C 2.473 -0.165 1.056
C 1.207 -0.373 0.375
C 0.633 0.597 -0.339
N -0.668 0.233 -0.958
H 2.131 0.418 1.982
H 2.918 -1.158 1.402
H 3.419 0.255 0.564
H 0.816 -1.435 0.375
H 0.874 1.675 -0.463
H -1.343 0.928 -1.470
H -0.672 -0.661 -1.415
H -1.339 0.007 -0.016
H -3.508 0.698 -0.543
H -3.707 -0.831 0.061
O -3.233 -0.187 -0.613

Results
Frontier orbital gap (alpha / beta) in Eh: 0.3805 / 0.2253
Highest occupied orbital energy (alpha / beta) in eV: -20.37 / -20.33
Molar mass in u: 76.12
LUMO level (alpha / beta) in eV: -10.022 / -14.198
Total charge: +2
Multiplicity: 2



## x
A 2-piece molecular cluster, C3H10NO overall. Source: the Open Molecules 2025 dataset; level of theory: ωB97M-V/def2-TZVPD.

Element x y z (Å)
C -1.453 1.637 -0.713
O -1.190 0.285 -1.170
H -0.513 2.177 -0.974
H -2.331 1.902 -1.298
H -1.631 1.723 0.381
H -1.958 0.023 -1.745
C 1.813 -0.628 -0.046
C 0.251 -1.382 1.629
N 0.464 -0.963 0.438
H 1.754 0.183 -0.770
H 2.205 -1.449 -0.649
H 2.504 -0.367 0.752
H 1.122 -1.461 2.274
H -0.766 -1.258 1.987
H -0.271 -0.421 -0.099

Results
Frontier orbital gap (alpha / beta) in Eh: 0.4513 / 0.2072
Highest occupied orbital energy (alpha / beta) in eV: -21.36 / -21.35
Molar mass in u: 76.12
LUMO level (alpha / beta) in eV: -9.082 / -15.716
Total charge: +2
Multiplicity: 2



Relative stability in hartree, measured from the most stable structure: w 0.0000; x 0.0257



## w
A 2-piece molecular cluster, C10H16 overall. Source: the Open Molecules 2025 dataset; level of theory: ωB97M-V/def2-TZVPD.

Element x y z (Å)
C 1.362 3.827 2.067
C 0.616 0.746 -0.068
C 0.648 2.116 0.348
C 1.525 -0.184 0.399
C 1.512 2.467 1.425
C 2.395 0.172 1.460
C 2.367 1.518 1.938
H 0.053 0.557 -0.973
H -0.077 2.813 -0.038
H 1.407 -1.190 -0.008
H 3.027 -0.583 1.912
H 2.274 4.009 2.649
H 0.506 3.812 2.751
H 3.101 1.772 2.704
H 1.144 4.629 1.346
C -1.436 -2.153 -1.982
C -2.796 -2.684 -2.518
C -1.513 -2.187 -0.475
H -0.757 -2.862 -2.446
H -1.195 -1.195 -2.437
H -2.744 -3.752 -2.694
H -1.745 -3.190 -0.117
H -0.586 -2.090 0.079
H -2.367 -1.629 -0.113
H -3.616 -2.585 -1.805
H -3.101 -2.153 -3.404

Results
Frontier orbital gap (alpha / beta) in Eh: 0.0882 / 0.2426
Highest occupied orbital energy (alpha / beta) in eV: 1.00 / -3.22
Molar mass in u: 136.24
LUMO level (alpha / beta) in eV: 3.396 / 3.378
Total charge: -1
Multiplicity: 2



## x
A 2-piece molecular cluster, C10H16 overall. Source: the Open Molecules 2025 dataset; level of theory: ωB97M-V/def2-TZVPD.

Element x y z (Å)
C 1.113 1.778 -1.426
C 1.175 -1.880 -0.371
C 1.232 -0.773 -1.209
C 1.465 -1.785 0.997
C 1.308 0.542 -0.591
C 1.716 -0.477 1.571
C 1.567 0.653 0.755
H 0.947 -2.812 -0.905
H 1.038 -0.815 -2.274
H 1.500 -2.703 1.583
H 2.094 -0.318 2.562
H 1.926 2.501 -1.295
H 0.177 2.302 -1.127
H 1.692 1.617 1.257
H 0.948 1.585 -2.500
C -2.315 -0.009 0.517
C -3.095 -0.368 -0.720
C -2.380 1.515 0.754
H -2.679 -0.508 1.413
H -1.294 -0.305 0.279
H -2.517 -0.239 -1.664
H -3.360 1.842 1.102
H -3.929 0.289 -0.988
H -3.564 -1.356 -0.767
H -1.601 1.799 1.478
H -2.210 2.062 -0.170

Results
Frontier orbital gap (alpha / beta) in Eh: 0.1058 / 0.2574
Highest occupied orbital energy (alpha / beta) in eV: 0.91 / -3.30
Molar mass in u: 136.24
LUMO level (alpha / beta) in eV: 3.793 / 3.705
Total charge: -1
Multiplicity: 2



Relative stability in hartree, measured from the most stable structure: w 0.0113; x 0.0000



## w
One molecule with the formula C14H15N3O3. Source: the Open Molecules 2025 dataset; level of theory: ωB97M-V/def2-TZVPD.

Element x y z (Å)
C -4.833 -1.487 -3.619
O -3.898 -2.220 -2.838
C -3.980 -2.058 -1.517
O -4.796 -1.365 -0.974
C -2.877 -2.827 -0.802
N -1.702 -2.005 -0.860
C -1.284 -1.440 0.197
C -0.140 -0.578 0.206
C 0.625 -0.141 -0.849
C 0.490 -0.430 -2.295
N 1.631 0.628 -0.369
N 1.472 0.797 0.993
C 2.404 1.504 1.754
C 2.059 1.957 3.026
C 2.977 2.668 3.773
C 4.236 2.948 3.266
C 4.580 2.495 2.004
C 3.675 1.772 1.248
C 0.386 0.020 1.423
O 0.026 -0.089 2.576
H -4.625 -1.736 -4.656
H -5.853 -1.771 -3.352
H -4.711 -0.416 -3.448
H -3.208 -3.040 0.225
H -2.675 -3.750 -1.351
H -1.760 -1.574 1.177
H 0.459 0.491 -2.874
H 1.335 -1.024 -2.642
H -0.425 -0.998 -2.441
H 2.144 1.318 -0.895
H 1.083 1.730 3.420
H 2.704 3.012 4.759
H 4.947 3.510 3.851
H 5.562 2.697 1.604
H 3.974 1.400 0.279

Results
Frontier orbital gap in Eh: 0.3241
Highest occupied orbital energy in eV: -8.24
Molar mass in u: 273.29
SMILES: COC(=O)C/N=C/c1c(C)[nH]n(-c2ccccc2)c1=O
LUMO level in eV: 0.579
Multiplicity: 1



## x
One molecule with the formula C14H15N3O3. Source: the Open Molecules 2025 dataset; level of theory: ωB97M-V/def2-TZVPD.

Element x y z (Å)
O 1.685 -0.996 -1.656
N 0.725 -0.221 -1.009
C 0.104 0.755 -1.888
C -0.804 0.067 -2.907
C -1.809 -0.855 -2.212
C -2.518 -0.068 -1.186
N -3.700 -0.247 -0.670
O -3.897 0.752 0.206
N -2.841 1.579 0.254
C -1.965 1.106 -0.586
C -0.624 1.681 -0.896
O -0.742 2.966 -1.461
C 0.284 1.660 0.362
C 1.259 0.489 0.150
C 1.338 -0.429 1.340
C 0.255 -1.240 1.654
C 0.305 -2.078 2.752
C 1.437 -2.111 3.550
C 2.519 -1.305 3.242
C 2.471 -0.470 2.139
H 2.423 -0.432 -1.959
H 0.853 1.368 -2.422
H -0.188 -0.520 -3.588
H -1.323 0.838 -3.481
H -2.515 -1.288 -2.920
H -1.264 -1.667 -1.724
H -1.289 3.508 -0.880
H 0.818 2.607 0.430
H -0.306 1.529 1.268
H 2.268 0.880 -0.079
H -0.621 -1.214 1.024
H -0.541 -2.707 2.987
H 1.476 -2.765 4.408
H 3.405 -1.329 3.859
H 3.320 0.156 1.901

Results
Frontier orbital gap in Eh: 0.3633
Highest occupied orbital energy in eV: -9.24
Molar mass in u: 273.29
SMILES: ON1[C@H]2CCc3nonc3[C@@]2(O)C[C@H]1c1ccccc1
LUMO level in eV: 0.648
Multiplicity: 1



Relative stability in hartree, measured from the most stable structure: w 0.0000; x 0.0933